Entry from the Open Molecules 2025 dataset: a molecular structure, C25H51NO7OsP2SeSi (ωB97M-V/def2-TZVPD).

```
89
Properties=species:S:1:pos:R:3
Os 0.596 -0.439 -0.527
Se 1.230 0.370 -2.576
P -2.623 0.369 0.317
P -1.450 -2.210 1.084
Si 3.996 -1.109 -0.568
O -0.267 -1.286 1.272
O -1.464 0.201 -0.641
O -2.360 1.294 1.531
O -1.693 -3.224 2.207
O 1.139 1.357 0.346
O -3.899 0.872 -0.401
O -1.323 -3.011 -0.268
N 1.772 5.020 -2.350
C -2.764 2.724 1.629
C -4.105 1.056 -1.864
C -0.645 -2.768 -1.498
C 1.680 1.681 1.411
C 0.261 -4.722 1.937
C -1.615 -2.323 -2.565
C 2.096 3.100 1.560
C -0.728 -4.126 2.910
C 4.402 0.716 -0.435
C 2.641 2.860 -2.917
C -1.513 3.509 1.934
C -0.094 -3.339 4.030
C -5.548 0.711 -2.129
C -3.739 2.477 -2.217
C 1.483 2.269 -2.446
C 0.458 3.061 -1.952
C 0.157 -3.997 -1.860
C 4.167 -1.743 -2.316
C 2.223 -1.530 0.042
C 1.958 0.734 2.522
C 0.654 4.434 -1.932
C 5.125 -2.068 0.568
C -3.834 2.812 2.687
C 2.737 4.246 -2.835
C -2.967 -1.253 1.033
H 3.632 4.752 -3.177
H 1.980 1.265 3.472
H 3.164 3.122 1.798
H 5.236 0.935 -1.107
H 3.589 1.388 -0.708
H 0.516 -4.010 4.635
H 2.314 -1.500 1.134
H -0.240 -5.263 1.135
H 0.912 -3.951 1.515
H 1.237 -0.081 2.544
H 6.168 -1.963 0.260
H -6.209 1.388 -1.588
H 1.584 3.546 2.415
H -1.394 -4.892 3.298
H 5.089 -1.360 -2.760
H -2.352 -3.112 -2.719
H -0.124 5.092 -1.560
H -2.116 -1.400 -2.283
H -1.764 4.565 2.030
H -3.436 0.352 -2.360
H 4.243 -2.833 -2.304
H -3.893 2.635 -3.285
H -1.082 -2.165 -3.503
H 4.746 0.970 0.571
H -3.163 3.007 0.654
H 5.054 -1.718 1.600
H 2.959 0.320 2.362
H -3.711 -1.769 0.423
H 2.096 -2.586 -0.229
H -0.536 -4.820 -2.047
H 0.551 -2.554 3.632
H -5.753 0.810 -3.194
H 0.178 -1.961 -1.424
H -0.850 -2.894 4.674
H -4.703 2.212 2.419
H 3.353 -1.471 -2.988
H 0.830 -4.286 -1.055
H 1.904 3.668 0.653
H -5.772 -0.313 -1.832
H -3.450 2.476 3.650
H 0.891 -5.428 2.478
H -0.462 2.626 -1.584
H -4.158 3.848 2.791
H -3.356 -1.155 2.047
H -0.783 3.405 1.129
H 0.733 -3.816 -2.766
H -2.692 2.683 -1.996
H -1.076 3.176 2.876
H -4.371 3.183 -1.677
H 3.454 2.278 -3.331
H 4.889 -3.134 0.556
```

Summary:
LUMO (spin up / spin down)	-7.47 / -7.47	eV
frontier orbital gap (spin up / spin down)	6.9 / 6.9	eV
net charge	+2
maximum force	0.0061	Eh/bohr
ΔE to the lowest compared entry with this formula, charge and spin	0.0	kcal/mol
E_HOMO (spin up / spin down)	-14.320 / -14.321	eV
energy	-136835.991	eV

Löwdin population analysis, charges in e, atoms 1 to 6: number 1, Os, carries 1.120; number 2, Se, carries 0.927; number 3, P, carries 0.490; number 4, P, carries 0.499; number 5, Si, carries 0.430; number 6, O, carries -0.390


Entry from the Open Molecules 2025 dataset: 3 unconnected molecules or ions with the total composition C6H18O2 at a distorted geometry (ωB97M-V/def2-TZVPD).

```
26
Properties=species:S:1:pos:R:3
O -5.737 0.000 -1.381
O -1.478 -6.341 -2.553
C 0.905 1.959 2.151
C -0.563 0.097 -0.966
C -0.338 1.248 -0.015
C 0.772 0.920 0.968
C 2.214 0.852 0.386
C 3.243 0.312 1.375
H 4.294 0.586 1.262
H -5.992 1.013 -1.435
H 0.378 2.926 1.914
H 3.187 -0.777 1.439
H 0.389 -0.217 -1.469
H -5.933 -0.318 -2.368
H 2.248 0.060 -0.431
H 0.510 -0.108 1.472
H -0.127 2.107 -0.534
H -1.240 0.573 -1.636
H -0.600 -6.117 -2.907
H -2.067 -5.885 -3.190
H 3.029 0.794 2.492
H 2.066 2.277 2.228
H -0.910 -0.857 -0.431
H 0.517 1.561 3.133
H 2.375 1.772 -0.129
H -1.141 1.565 0.626
```

Summary:
LUMO	0.74	eV
frontier orbital gap	11.2	eV
SMILES string	CCC(C)CC.O.O
maximum force	0.0831	Eh/bohr
ΔE to the lowest compared entry with this formula, charge and spin	42.5	kcal/mol
E_HOMO	-10.419	eV
energy	-10607.104	eV

natural (NBO) population analysis, charges in e, atoms 1 to 6: number 1, O, carries -0.941; number 2, O, carries -0.932; number 3, C, carries -0.624; number 4, C, carries -0.608; number 5, C, carries -0.404; number 6, C, carries -0.195


Entry from the Open Molecules 2025 dataset: a molecular structure, C15H24CrN13O6 (ωB97M-V/def2-TZVPD).

```
59
Properties=species:S:1:pos:R:3
Cr 0.404 -0.337 -0.465
O 4.086 -1.999 -0.344
O 1.514 2.404 -3.285
O 2.304 1.070 -0.048
O 1.948 -1.451 -0.720
O 0.444 0.875 -1.971
O -1.067 0.873 0.166
N -3.143 1.615 0.519
N 2.408 0.251 -2.986
N -1.391 -2.289 -3.520
N -0.614 -1.431 -1.681
N 3.737 0.401 -3.201
N -1.496 1.918 2.156
N 3.074 -1.439 -4.139
N -1.883 -1.856 -1.456
N -0.099 -1.544 1.242
N 0.779 -1.477 -3.740
N -2.323 -2.365 -2.552
N 4.112 -0.610 -3.889
N -0.297 -3.073 2.781
C 1.631 1.362 -2.362
C 0.574 -2.375 2.029
C -0.353 -1.691 -2.967
C -1.451 -1.752 1.508
C -0.057 1.953 2.405
C 3.445 0.219 0.105
C -2.267 1.517 3.333
C 3.185 -1.196 -0.381
C 2.372 1.962 -1.174
C -3.540 0.999 -0.752
C -3.989 2.697 1.011
C -1.585 -2.699 2.459
C -1.880 1.434 0.924
C 2.042 -2.567 2.156
C 2.021 -0.896 -3.568
H -4.860 2.311 1.541
H 0.128 2.634 3.235
H -0.031 -3.786 3.436
H 0.804 -2.128 -4.510
H -2.223 -1.254 0.951
H -1.915 0.552 3.712
H 2.268 -3.138 3.056
H 1.817 2.856 -0.906
H 2.448 -3.092 1.294
H 3.402 2.213 -1.417
H -4.623 1.066 -0.839
H 4.306 0.621 -0.421
H 0.805 2.158 -3.892
H -3.425 3.349 1.668
H 0.470 2.319 1.529
H 2.551 -1.608 2.226
H -3.072 1.510 -1.595
H 3.676 0.170 1.169
H -4.338 3.283 0.161
H -3.323 1.427 3.104
H -3.245 -0.046 -0.781
H -2.146 2.264 4.117
H 0.336 0.966 2.666
H -2.457 -3.148 2.903
```

Summary:
⟨S²⟩	3.77
2S+1	4
LUMO (spin up / spin down)	-0.01 / 0.00	eV
frontier orbital gap (spin up / spin down)	8.3 / 8.3	eV
maximum force	0.0153	Eh/bohr
ΔE to the lowest compared entry with this formula, charge and spin	33.1	kcal/mol
E_HOMO (spin up / spin down)	-8.273 / -8.287	eV
energy	-76023.542	eV

natural (NBO) population analysis, charges in e, atoms 1 to 6: number 1, Cr, carries 1.499; number 2, O, carries -0.606; number 3, O, carries -0.701; number 4, O, carries -0.554; number 5, O, carries -0.766; number 6, O, carries -0.790